(1)
ORCA calculation (ωB97M-V with the def2-TZVPD basis set) on a molecular structure, C28H32N7O2SSm in a non-equilibrium geometry.

## Properties
- LUMO energy (spin up / spin down): -5.529 / -5.395 eV
- Multiplicity: 6
- Frontier orbital gap (spin up / spin down): 7.9 / 8.1 eV
- Total charge: +2

Structure (XYZ):
```
71
C28H32N7O2SSm ωB97M-V with the def2-TZVPD basis set
Sm -0.404 1.213 0.206
C -0.976 1.801 3.371
N -1.911 1.407 2.289
C -2.468 0.071 2.573
C -1.412 -1.006 2.512
C -1.560 -2.174 3.242
C -0.569 -3.141 3.176
C 0.558 -2.889 2.408
C 0.633 -1.699 1.715
N -0.341 -0.774 1.737
C -3.009 2.382 2.159
C -2.698 3.548 1.250
C -3.498 4.680 1.297
C -3.266 5.709 0.400
C -2.220 5.581 -0.502
C -1.460 4.431 -0.469
N -1.690 3.419 0.381
C -0.018 2.897 2.967
C 0.182 4.008 3.766
C 1.124 4.955 3.390
C 1.835 4.761 2.216
C 1.572 3.628 1.470
N 0.671 2.705 1.827
H -0.372 0.933 3.636
H -1.528 2.104 4.266
H -3.232 -0.150 1.824
H -2.946 0.043 3.558
H -2.439 -2.319 3.856
H -0.664 -4.062 3.735
H 1.373 -3.597 2.351
H 1.511 -1.452 1.131
H -3.310 2.760 3.142
H -3.875 1.872 1.735
H -4.297 4.754 2.023
H -3.881 6.598 0.405
H -1.999 6.359 -1.219
H -0.615 4.309 -1.135
H -0.383 4.131 4.681
H 1.301 5.828 4.004
H 2.581 5.468 1.886
H 2.115 3.443 0.548
C -0.065 -5.002 -2.158
C 0.511 -4.293 -3.380
N 1.967 -4.208 -3.348
C 2.741 -5.434 -3.591
C 3.359 -6.021 -2.326
C 2.658 -3.073 -3.149
O 3.874 -2.993 -3.136
C 1.905 -1.774 -2.942
C 1.884 -0.830 -3.971
C 1.346 0.414 -3.727
C 0.888 0.701 -2.447
N 0.952 -0.171 -1.433
C 1.434 -1.396 -1.705
H -1.154 -5.019 -2.213
H 0.234 -4.494 -1.238
H 0.286 -6.033 -2.107
H 0.103 -3.286 -3.452
H 0.216 -4.828 -4.284
H 3.534 -5.189 -4.297
H 2.070 -6.150 -4.062
H 4.052 -5.306 -1.887
H 3.913 -6.924 -2.581
H 2.595 -6.283 -1.594
H 2.276 -1.082 -4.947
H 1.281 1.163 -4.506
H 0.513 2.666 -2.750
H 1.469 -2.096 -0.880
O -1.945 0.853 -1.136
S -1.553 1.619 -2.457
N 0.245 1.933 -2.103
```

Atom charges from the Mulliken analysis, given in e for atoms 1 to 4: 1.18, -0.83, 0.59, -1.08



(2)
ORCA calculation (ωB97M-V with the def2-TZVPD basis set) on a molecular structure, C18H21ClN2O2S in a non-equilibrium geometry.

## Properties
- LUMO energy: -0.537 eV
- Multiplicity: 1
- Energy above the lowest of the compared OMol25 structures with the same formula, charge and spin: 1881.9 kJ/mol
- Frontier orbital gap: 7.3 eV

Structure (XYZ):
```
45
C18H21ClN2O2S ωB97M-V with the def2-TZVPD basis set
C 0.094 3.685 3.670
H -0.751 4.062 4.075
O -0.140 3.636 2.179
C 0.832 3.290 1.387
C 0.326 3.514 -0.162
N -0.912 2.660 -0.128
C -1.115 1.691 -0.966
O 0.055 1.322 -1.894
C -2.236 1.044 -1.206
H -3.165 1.701 -1.002
H -2.317 0.449 -2.065
S -2.307 -0.284 0.104
C -1.167 -1.191 -0.607
C 0.092 -1.463 0.315
C 1.239 -1.989 -0.360
N 1.061 -2.644 -1.306
C -0.164 -2.623 -2.171
C -0.098 -3.338 -3.309
C -1.084 -3.534 -4.210
C -2.363 -2.873 -3.533
C -2.295 -2.063 -2.492
C -1.171 -2.083 -1.480
H -3.227 -1.789 -2.023
Cl -3.828 -3.004 -4.414
H -0.918 -3.949 -5.190
H 0.884 -3.900 -3.764
C 2.347 -1.987 0.397
C 2.734 -1.078 1.455
C 1.334 -0.965 2.509
C 0.053 -0.695 1.617
H -0.644 -0.968 2.177
H 0.161 0.496 1.324
H 1.524 -0.330 3.206
H 1.240 -1.884 2.799
H 3.493 -1.014 2.041
H 2.760 -0.178 0.985
H 3.383 -2.018 -0.423
H 2.414 -3.181 1.159
H -1.570 2.787 0.477
H 1.203 2.898 -0.492
H 0.003 4.332 -0.221
H 1.065 2.208 2.011
H 1.751 3.985 1.637
H 0.253 2.838 3.998
H 1.169 4.425 3.893
```

Atom charges from the natural (NBO) analysis, given in e for atoms 1 to 4: -0.17, 0.19, -0.59, -0.03



(3)
ORCA calculation (ωB97M-V with the def2-TZVPD basis set) on 2 unconnected molecules or ions with the total composition C4H12 in a non-equilibrium geometry.

## Properties
- LUMO energy (spin up / spin down): 4.323 / 4.535 eV
- Multiplicity: 2
- Energy above the lowest of the compared OMol25 structures with the same formula, charge and spin: 20.5 kJ/mol
- Frontier orbital gap (spin up / spin down): 2.8 / 12.5 eV
- Total charge: -1

Structure (XYZ):
```
16
C4H12 ωB97M-V with the def2-TZVPD basis set
C 0.775 -0.189 1.675
C 0.752 0.999 2.649
H -0.195 -0.679 1.582
H 1.057 0.080 0.664
H 1.495 -0.877 2.090
H 0.683 0.645 3.679
H -0.072 1.702 2.521
H 1.671 1.567 2.498
C -1.213 -0.271 -1.568
C -0.299 -0.531 -2.752
H -1.294 -1.043 -0.799
H -0.824 0.546 -0.995
H -2.230 0.014 -1.835
H -0.692 -1.386 -3.316
H 0.676 -0.872 -2.395
H -0.131 0.280 -3.456
```

Atom charges from the natural (NBO) analysis, given in e for atoms 1 to 4: -0.92, -0.74, 0.19, 0.19



(4)
ORCA calculation (ωB97M-V with the def2-TZVPD basis set) on 2 unconnected molecules or ions with the total composition C4H5N2O2 in a non-equilibrium geometry.

## Properties
- LUMO energy (spin up / spin down): -5.627 / -7.245 eV
- Multiplicity: 3
- Energy above the lowest of the compared OMol25 structures with the same formula, charge and spin: 279.5 kJ/mol
- Frontier orbital gap (spin up / spin down): 6.7 / 8.9 eV
- Total charge: +1

Structure (XYZ):
```
13
C4H5N2O2 ωB97M-V with the def2-TZVPD basis set
C -0.935 -1.241 0.042
C 0.384 -0.923 0.025
C -1.637 0.044 0.032
C 0.549 0.535 -0.087
N -0.785 1.036 0.087
N -4.060 -0.014 -0.027
O -4.401 -1.117 -0.032
O -4.326 1.070 -0.007
H -1.313 -2.186 0.067
H 1.131 -1.602 -0.023
H 1.210 1.188 0.537
H 0.714 0.779 -1.097
H -1.131 1.943 0.268
```

Atom charges from the natural (NBO) analysis, given in e for atoms 1 to 4: -0.33, -0.03, 0.58, -0.30



(5)
ORCA calculation (ωB97M-V with the def2-TZVPD basis set) on a gas-phase ion, C10H17N3P (charge +1) in a non-equilibrium geometry.

## Properties
- LUMO energy: -4.113 eV
- Multiplicity: 1
- Energy above the lowest of the compared OMol25 structures with the same formula, charge and spin: 0.0 kJ/mol
- Frontier orbital gap: 8.0 eV
- Total charge: +1

Structure (XYZ):
```
31
C10H17N3P ωB97M-V with the def2-TZVPD basis set
C -2.587 -1.663 -2.344
C -2.299 -2.081 -0.995
C -1.907 -0.542 -2.619
C -1.466 -1.196 -0.399
C 1.057 0.096 -0.567
C -1.194 -0.068 -1.384
C 3.130 0.208 0.575
C 2.901 1.329 -1.603
C -0.424 -0.287 3.465
C -1.694 0.923 1.776
N 0.191 0.305 -1.542
N 2.287 0.525 -0.558
N -0.988 -0.286 2.132
P -0.585 -1.514 1.130
H -3.229 -2.207 -3.011
H -2.716 -2.963 -0.541
H -1.896 -0.001 -3.546
H -1.769 0.807 -1.030
H 4.089 -0.184 0.237
H 3.315 1.107 1.167
H 2.633 -0.536 1.198
H 3.757 1.859 -1.192
H 3.247 0.704 -2.429
H 2.192 2.067 -1.983
H 0.126 -1.212 3.640
H 0.258 0.555 3.588
H -1.220 -0.206 4.207
H -1.007 1.635 1.308
H -2.507 0.704 1.084
H -2.112 1.385 2.670
H 0.419 0.739 -2.435
```

Atom charges from the natural (NBO) analysis, given in e for atoms 1 to 4: -0.22, -0.11, -0.14, -0.46



(6)
ORCA calculation (ωB97M-V with the def2-TZVPD basis set) on C2H9N5 in the gas phase in a non-equilibrium geometry.

## Properties
- LUMO energy: 0.740 eV
- Multiplicity: 1
- Energy above the lowest of the compared OMol25 structures with the same formula, charge and spin: 741.2 kJ/mol
- Frontier orbital gap: 9.8 eV

Structure (XYZ):
```
16
C2H9N5 ωB97M-V with the def2-TZVPD basis set
C 2.208 -0.271 0.228
N 1.270 -1.015 -0.512
C 0.134 -0.416 -0.289
N -1.141 -0.904 -0.751
N -2.101 -1.191 0.461
N -0.039 1.043 0.339
N -0.914 1.740 -0.465
H 2.176 -0.425 1.351
H 3.205 -0.636 -0.394
H 2.352 1.057 0.180
H -0.794 -1.891 -0.858
H -1.764 -1.177 1.356
H -2.566 -0.164 0.515
H 1.038 1.235 -0.224
H -1.528 1.032 -1.255
H -1.536 1.982 0.316
```

Atom charges from the natural (NBO) analysis, given in e for atoms 1 to 4: -0.44, -0.51, 0.51, -0.50



(7)
ORCA calculation (ωB97M-V with the def2-TZVPD basis set) on a molecular structure, C16H27BrCl2F2N2O9P2 in a non-equilibrium geometry.

## Properties
- LUMO energy: -1.840 eV
- Multiplicity: 1
- Energy above the lowest of the compared OMol25 structures with the same formula, charge and spin: 407.9 kJ/mol
- Frontier orbital gap: 3.5 eV

Structure (XYZ):
```
61
C16H27BrCl2F2N2O9P2 ωB97M-V with the def2-TZVPD basis set
C 2.350 1.777 1.480
C 2.325 2.608 0.120
C 1.100 3.603 0.032
C 2.510 1.696 -1.140
C 2.914 2.604 -2.384
C 1.220 0.917 -1.579
O 0.362 0.524 -0.486
C -0.256 -0.740 -0.633
P -1.546 -0.552 -1.979
O -2.474 -1.699 -1.868
O -2.470 0.784 -1.685
O -0.971 -0.338 -3.504
C -1.083 -0.847 0.761
C -1.749 0.434 1.371
C -3.275 0.074 1.793
C -4.333 0.843 0.913
C -5.061 -0.067 -0.126
O -5.459 -1.152 0.165
O -5.318 0.374 -1.444
C 0.027 -1.507 1.763
Br -0.950 -3.066 2.474
C 1.274 -1.808 0.806
N 2.253 -2.850 1.217
C 2.403 -2.893 2.683
O 2.469 -3.886 3.273
F 2.515 -1.721 3.398
C 3.592 -2.448 0.761
O 4.215 -3.039 -0.017
F 4.198 -1.331 1.303
N 0.542 -1.999 -0.492
P 1.383 -2.774 -1.911
O 0.221 -3.035 -3.080
Cl 1.887 -4.745 -1.376
H 1.302 1.498 1.742
H 2.777 2.466 2.248
H 3.015 0.880 1.392
H 3.244 3.253 0.173
H 0.537 3.528 -0.928
H 1.499 4.650 0.064
H 0.471 3.472 0.940
H 3.312 0.923 -0.990
H 2.510 3.635 -2.293
H 4.012 2.570 -2.573
H 2.423 2.157 -3.293
H 0.618 1.612 -2.232
H 1.551 0.080 -2.243
H -1.843 1.510 -1.473
H -0.027 -0.550 -3.595
H -1.809 -1.684 0.603
H -1.237 0.644 2.349
H -1.716 1.340 0.728
H -3.502 -1.009 1.706
H -3.512 0.361 2.928
H -5.139 1.205 1.601
H -3.935 1.746 0.387
H -6.275 0.445 -1.588
H 0.378 -0.759 2.514
H 1.850 -0.858 0.931
H -0.170 -2.729 -0.247
H -0.221 -3.890 -2.884
Cl -4.931 -0.233 3.421
```

Atom charges from the natural (NBO) analysis, given in e for atoms 1 to 4: -0.62, -0.22, -0.64, -0.22



(8)
ORCA calculation (ωB97M-V with the def2-TZVPD basis set) on a molecular structure, CHAgBrCl3 in a non-equilibrium geometry.

## Properties
- LUMO energy (spin up / spin down): -6.680 / -9.238 eV
- Multiplicity: 2
- Energy above the lowest of the compared OMol25 structures with the same formula, charge and spin: 1.5 kJ/mol
- Frontier orbital gap (spin up / spin down): 7.0 / 4.5 eV
- Total charge: +1

Structure (XYZ):
```
7
CHAgBrCl3 ωB97M-V with the def2-TZVPD basis set
Ag 6.551 28.493 -23.913
Br 8.934 28.136 -22.602
C 11.210 25.219 -23.106
Cl 12.477 24.444 -22.128
Cl 9.763 24.135 -23.096
Cl 11.761 25.465 -24.755
H 10.905 26.146 -22.619
```

Atom charges from the natural (NBO) analysis, given in e for atoms 1 to 4: 0.93, 0.06, -0.28, 0.05



(9)
ORCA calculation (ωB97M-V with the def2-TZVPD basis set) on 2 unconnected molecules or ions with the total composition C4H7N3O4 in a non-equilibrium geometry.

## Properties
- LUMO energy: 0.335 eV
- Multiplicity: 1
- Energy above the lowest of the compared OMol25 structures with the same formula, charge and spin: 395.8 kJ/mol
- Frontier orbital gap: 8.9 eV

Structure (XYZ):
```
18
C4H7N3O4 ωB97M-V with the def2-TZVPD basis set
C -0.155 -0.821 -1.952
N 0.056 -0.369 -0.572
C -0.864 0.440 0.075
N -1.722 1.075 -0.681
C -0.757 0.588 1.525
N -0.037 -0.268 2.302
O -0.080 -0.099 3.508
O 0.614 -1.246 1.852
H 0.756 -0.442 -2.585
H -1.075 -0.430 -2.472
H -0.079 -1.937 -2.163
H 0.653 -0.971 0.099
H -2.246 1.853 -0.433
H -1.613 0.994 -1.695
H -1.710 1.043 2.008
O 2.482 0.840 1.307
C 2.756 0.162 0.425
O 3.020 -0.410 -0.549
```

Atom charges from the natural (NBO) analysis, given in e for atoms 1 to 4: -0.44, -0.63, 0.48, -0.77